The molecule C3H2F4 in a non-equilibrium geometry. Source: OMol25; level of theory: ωB97M-V/def2-TZVPD.

Computed properties:
F_max in hartree/bohr: 0.0447
SMILES: FCC(F)=C(F)F
LUMO energy in eV: 0.894
Molar mass in u: 114.0
HOMO level in eV: -9.81
Energy in eV: -14011.7061
Energy above the lowest of the compared OMol25 structures with the same formula, charge and spin in kcal per mole: 29.03

```
9
C3H2F4, DFT ωB97M-V/def2-TZVPD
C -1.194 0.277 0.006
C 0.114 -0.474 0.159
C 1.341 -0.034 -0.169
H -1.506 0.389 1.103
H -1.879 -0.273 -0.608
F -0.963 1.499 -0.592
F 0.014 -1.668 0.822
F 2.426 -0.811 0.021
F 1.647 1.095 -0.741
```

---

A cluster of 2 separate species, C3H2F4 in total in a non-equilibrium geometry. Source: OMol25; level of theory: ωB97M-V/def2-TZVPD.

Computed properties:
Multiplicity: 3
F_max in hartree/bohr: 0.0367
LUMO energy (alpha / beta) in eV: 1.024 / -1.259
Molar mass in u: 114.0
HOMO level (alpha / beta) in eV: -9.29 / -10.39
Energy in eV: -14008.0079
⟨S²⟩: 2.01
Energy above the lowest of the compared OMol25 structures with the same formula, charge and spin in kcal per mole: 0.91

```
9
C3H2F4, DFT ωB97M-V/def2-TZVPD
C -2.253 0.004 0.053
C -1.271 0.819 0.218
C 2.112 -0.507 -0.032
F -0.849 1.981 -0.179
F 2.501 -0.167 1.198
F 2.606 0.356 -0.928
F 2.523 -1.745 -0.318
H -3.111 0.199 -0.589
H -2.256 -0.939 0.577
```

---

A structure of composition C3H2FLiO2Rh in a non-equilibrium geometry. Source: OMol25; level of theory: ωB97M-V/def2-TZVPD.

Computed properties:
Multiplicity: 5
Charge: +3
F_max in hartree/bohr: 0.1147
LUMO energy (alpha / beta) in eV: -15.299 / -19.231
Molar mass in u: 198.9
HOMO level (alpha / beta) in eV: -25.77 / -26.26
Energy in eV: -13128.4950
⟨S²⟩: 6.02
Energy above the lowest of the compared OMol25 structures with the same formula, charge and spin in kcal per mole: 0.00

```
10
C3H2FLiO2Rh, DFT ωB97M-V/def2-TZVPD
O -0.987 -1.495 0.097
C -0.744 -0.293 0.149
O -1.675 0.586 -0.039
Li -2.964 -1.049 -0.065
Rh -1.206 2.395 -0.007
C 1.777 -0.465 -0.064
C 0.662 0.221 0.107
H 2.726 0.028 -0.273
H 1.754 -1.534 0.143
F 0.658 1.606 -0.049
```

---

A structure of composition C3H2FMgO2 in a non-equilibrium geometry. Source: OMol25; level of theory: ωB97M-V/def2-TZVPD.

Computed properties:
Charge: +1
F_max in hartree/bohr: 0.0548
LUMO energy in eV: -7.830
Molar mass in u: 113.3
HOMO level in eV: -14.06
Energy in eV: -15392.8654
Energy above the lowest of the compared OMol25 structures with the same formula, charge and spin in kcal per mole: 0.00

```
9
C3H2FMgO2, DFT ωB97M-V/def2-TZVPD
O -1.419 1.733 -0.311
C -0.502 0.960 -0.104
O 0.745 1.264 -0.008
C -1.933 -1.163 -0.175
C -0.789 -0.521 -0.038
H -2.801 -0.588 -0.491
H -2.010 -2.243 -0.052
F 0.397 -1.269 0.068
Mg 2.076 -0.077 0.217
```

---

The molecule C3H2FNO3 in a non-equilibrium geometry. Source: OMol25; level of theory: ωB97M-V/def2-TZVPD.

Computed properties:
F_max in hartree/bohr: 0.0869
SMILES: O=c1cc(F)n(O)o1
LUMO energy in eV: -0.023
Molar mass in u: 119.1
HOMO level in eV: -10.34
Energy in eV: -13489.3219
Energy above the lowest of the compared OMol25 structures with the same formula, charge and spin in kcal per mole: 67.48

```
10
C3H2FNO3, DFT ωB97M-V/def2-TZVPD
C 1.401 -0.041 -0.015
C 0.569 -1.164 0.310
C -0.650 -0.706 -0.118
H -1.851 2.043 -0.138
H 0.897 -2.044 0.813
N -0.669 0.764 -0.493
O -1.245 1.561 0.467
O 0.761 1.078 -0.403
O 2.618 -0.127 -0.128
F -1.831 -1.364 -0.295
```

---

The ion C3H2FO2 with charge -1 in a non-equilibrium geometry. Source: OMol25; level of theory: ωB97M-V/def2-TZVPD.

Computed properties:
Charge: -1
F_max in hartree/bohr: 0.1915
SMILES: C=C(F)C(=O)[O-]
LUMO energy in eV: 4.453
Molar mass in u: 89.0
HOMO level in eV: -4.13
Energy in eV: -9955.7168
Energy above the lowest of the compared OMol25 structures with the same formula, charge and spin in kcal per mole: 27.79

```
8
C3H2FO2, DFT ωB97M-V/def2-TZVPD
C -1.159 0.150 -0.480
C 0.088 0.516 0.188
C 1.226 -0.483 0.078
O 1.222 -1.145 1.115
O 1.845 -0.542 -1.012
F 0.029 1.490 1.180
H -2.030 0.716 -0.108
H -1.222 -0.700 -0.961
```